Here is a gas-phase ion, C2H5NO (charge +1) in a non-equilibrium geometry from OMol25. Energies are from ωB97M-V/def2-TZVPD.

Last column: Löwdin spin population.
Element x y z (Å)
H 0.02672 -1.54915 -0.10125  0.002
O -1.08561 1.36304 0.91780  0.123
H 2.05253 -0.06108 0.24649  0.014
H -0.41135 -0.32248 -1.40310  0.032
C -0.03705 -0.47981 -0.29657  0.095
C -1.08100 0.19935 0.62511  0.094
H 1.09092 1.14914 -0.61790  0.021
N 1.26942 0.20594 -0.43100  0.583
H -1.82457 -0.50495 1.06043  0.036

Its HOMO-LUMO gap (spin up / spin down) is 11.522 / 6.611 eV. As for the expectation value of S²: 0.756. Its electronic energy is -5682.299 eV. Its spin multiplicity is 2. The charge is +1. Its relative energy (zero: lowest compared OMol25 entry of this formula, charge and spin) is 27.3 kcal per mole. The HOMO energy (spin up / spin down) comes out at -16.47 / -16.04 eV.